No. 1
Entry from OMol25: a molecular structure, C30H57HgN2O4SSi (ωB97M-V with the def2-TZVPD basis set).

XYZ file:
```
96
Properties=species:S:1:pos:R:3:lowdin_charge:R:1
H 0.77242 -0.21037 4.31136 0.08
H -2.97752 -0.39010 -4.04745 0.08
H -3.42681 2.06052 -0.50761 0.09
O -2.29128 -1.46693 1.95247 -0.15
H 1.82785 1.19511 -2.84078 0.09
H 0.93805 2.22486 1.50313 0.07
C -1.54392 1.60201 2.47834 -0.01
H -2.38556 0.92568 2.62544 0.08
C -3.32776 -2.41326 2.26731 -0.63
H 2.23316 -2.30152 -1.84746 0.08
H 1.71498 -0.46845 -3.38936 0.12
H -4.18960 1.38371 -2.84028 0.13
C 2.34746 0.23725 -2.84142 -0.18
H 3.57811 -0.02355 -4.59345 0.11
H 2.30422 -1.69851 2.97781 0.08
H -3.88453 -1.02266 -2.66631 0.08
H -2.66861 0.47831 -0.37613 0.03
H -3.39677 2.07347 -4.78610 0.11
H 2.17398 -2.34628 1.33110 0.05
O -0.66060 2.06159 -1.15431 -0.32
C -2.22655 2.02656 -3.00346 -0.14
C 3.70701 0.34659 -3.56482 -0.19
H -3.34714 -1.84091 4.34613 0.09
H 1.26099 -2.94629 4.89778 0.08
H 0.62900 5.46555 -2.70931 0.12
Si -0.71193 -1.64835 1.61400 -0.15
C -0.22107 0.89627 2.74272 -0.62
C 1.08136 -3.47290 2.81351 -0.64
C -0.44473 3.68014 -2.89851 -0.14
H 1.88980 1.36912 2.73313 0.09
H 5.60167 -0.41146 -3.25556 0.12
H -3.97785 -4.36308 1.60983 0.09
H 2.69230 4.65134 -1.72318 0.08
C -3.04441 -0.38685 -2.95809 -0.07
H 0.79330 -4.45313 0.90796 0.05
S -0.34257 -2.18983 -0.40762 0.35
C -3.24022 -2.74918 3.74972 -0.02
H -2.21943 -4.16344 1.63344 0.07
H -4.70900 -0.77814 2.50694 0.09
H -4.39389 0.58811 -0.66776 0.08
C 2.26414 -2.61449 2.38489 -0.03
C 1.96812 3.93215 -2.11379 -0.06
C 1.19433 -3.84592 4.28373 -0.02
H 0.83888 2.72019 3.19815 0.09
C 0.56573 4.53195 -2.14333 -0.37
H 2.33906 1.48240 -0.39710 0.07
H 1.97539 3.06195 -1.46441 0.04
H -0.98222 -0.44460 4.26400 0.08
C 0.96749 -4.72207 1.95075 -0.03
H -0.28437 4.96821 -4.58870 0.11
C -0.79927 4.10924 -4.17172 -0.05
H 3.19708 -3.16252 2.52902 0.10
H 1.88772 -5.30609 2.00836 0.09
C -0.18277 0.28809 4.13650 -0.02
H -4.03383 -3.44411 4.03017 0.09
C -3.23859 1.03683 -2.42545 -0.37
H -4.68905 -1.48099 0.88388 0.08
H -5.48579 -2.34603 2.21356 0.09
O -0.02520 -0.14632 1.75762 -0.24
H -0.31024 1.06946 4.88746 0.09
H 2.29287 3.62843 -3.11114 0.08
H 4.64676 2.00577 -1.08076 0.05
H -3.17522 -3.40199 0.35192 0.08
C -1.80772 3.49540 -4.89539 -0.09
H 3.94694 -2.34024 -3.33457 0.11
C 3.00669 0.61901 -0.44310 -0.27
H 5.20816 0.59728 -0.02183 0.05
H -2.14317 -0.85414 -2.56455 0.02
H 0.81389 5.60855 -0.28268 0.08
C -4.63776 -1.71273 1.94823 -0.02
Hg -0.09776 0.11694 -0.86970 1.05
H 5.05141 -2.26301 -1.95876 0.11
C 4.41114 1.08717 -0.56165 0.06
N 4.69235 -0.41410 -2.81970 -0.08
H -2.27560 -3.20269 3.97788 0.08
N 2.43299 -0.27897 -1.47488 -0.24
H -0.87544 5.37731 -0.75242 0.09
C -1.08692 2.54417 -2.35445 -0.29
O -0.13352 -2.71930 2.69761 -0.15
C 3.01637 -1.61846 -1.50751 -0.18
H 4.03751 1.38513 -3.62492 0.11
C 4.23500 -1.74032 -2.45660 -0.18
H -2.06111 3.83252 -5.89176 0.10
H -1.57329 1.96967 1.44978 0.07
C -2.53405 2.49569 -4.28019 -0.06
H 2.08346 -4.45451 4.45726 0.09
C 0.10824 4.90505 -0.73096 -0.06
H 0.14001 -5.34481 2.29544 0.09
H 0.31606 -4.41257 4.59531 0.09
H 3.27506 -1.90623 -0.48942 0.10
H 2.87041 0.06954 0.49369 0.10
H -1.64756 2.45369 3.15258 0.09
C -3.43135 1.04533 -0.90657 -0.07
C 0.93555 1.86072 2.53347 -0.02
H 0.04369 4.02125 -0.09739 0.05
C -3.16459 -3.66284 1.41095 -0.04
```

Values from the calculation:
LUMO energy (alpha / beta)   0.0180 / 0.0128 Ha
Relative energy (zero: lowest compared OMol25 entry of this formula, charge and spin)   0.000 eV
Multiplicity   2
Frontier orbital gap (alpha / beta)   0.29529 / 0.29573 Ha

No. 2
Entry from OMol25: C5H6O in the gas phase (ωB97M-V with the def2-TZVPD basis set).

XYZ file:
```
12
Properties=species:S:1:pos:R:3:lowdin_charge:R:1
H -1.84603 0.11130 1.29038 0.12
H -1.30543 0.59929 -0.93770 0.11
H -0.04566 1.17117 2.39717 0.09
H 1.91156 0.11578 -3.78027 0.03
H -1.10666 -1.37809 1.88981 0.12
O -0.28366 0.27521 2.67193 -0.06
C 0.02025 -0.37605 0.36700 -0.08
H 1.00023 -0.84429 0.49334 0.13
C 0.53278 0.12928 -1.96735 -0.15
C -0.88075 -0.35827 1.55942 -0.28
C 1.25819 0.13271 -2.93339 0.11
C -0.32026 0.14287 -0.81371 -0.13
```

Values from the calculation:
LUMO energy   0.0278 Ha
Relative energy (zero: lowest compared OMol25 entry of this formula, charge and spin)   2.294 eV
Multiplicity   1
Frontier orbital gap   0.37068 Ha

No. 3
Entry from OMol25: a molecular structure, C28H36FN6O9SScSe in a non-equilibrium geometry (ωB97M-V with the def2-TZVPD basis set).

XYZ file:
```
83
Properties=species:S:1:pos:R:3:lowdin_charge:R:1
O -2.11069 -0.03612 0.70539 -0.08
C 1.66866 -1.34467 -2.44334 -0.21
H -3.35688 3.04501 1.10948 0.06
H 3.86318 5.46181 -0.12063 0.08
H 3.70126 3.73116 -0.51306 0.08
C 3.29105 4.55605 0.07349 -0.06
O -2.96683 -5.15301 1.69138 0.10
O -0.59172 -3.89368 -1.77575 -0.02
O 1.95546 -1.38281 0.14390 -0.08
C -0.99809 -6.56333 -0.85305 0.04
C -4.31239 0.40433 1.41493 -0.04
H -2.86688 2.59989 -3.58581 0.10
N -3.35881 -6.91069 0.31352 0.21
H 2.41717 -3.90877 0.87022 0.07
H 2.28955 -2.86631 2.30296 0.10
C -3.70154 0.34811 -5.98383 -0.14
H -4.96133 1.25273 1.65524 0.05
C -1.28710 2.50330 0.54151 -0.35
C -2.93009 0.85574 0.97265 -0.48
C 4.33557 -1.27093 0.25307 -0.01
H 1.06036 -1.87167 -1.68788 0.03
H -4.24402 0.27037 -6.92016 0.08
N -0.71193 1.91200 -0.52760 -0.10
C 2.96793 -1.87171 0.55679 -0.44
C -0.47245 -4.60351 0.46711 -0.03
C -2.65545 2.25816 0.86346 -0.06
H -4.77845 -0.16883 0.61336 0.07
C 2.73826 3.13522 2.03222 -0.60
O -0.97799 -0.49494 -1.92835 -0.19
H 2.31058 0.61085 -4.44999 0.05
C -2.57641 -5.84716 0.78750 -0.46
N -1.36000 -5.72757 0.16187 0.01
C -1.76832 -7.58155 -1.26712 -0.19
N -1.50215 1.79625 -1.70877 0.08
H 1.24086 -1.53041 -3.42827 0.07
H 4.61275 5.85378 2.26421 0.10
C 2.77850 0.89659 -3.50782 -0.25
H 4.35629 -0.24716 0.62797 0.07
H 2.93197 1.97334 -3.48103 0.04
H 3.88328 -3.44348 1.74819 0.06
H 0.03460 2.38622 2.31016 0.02
N 3.36598 4.24707 1.47058 -0.15
H 4.24295 4.58590 4.59267 0.10
H 0.25892 3.85102 1.18762 0.02
H 1.52141 2.21134 4.37664 0.09
N 3.06073 3.21169 3.38298 -0.15
Sc 0.02790 -0.10787 -0.07708 0.56
H 2.25897 4.71097 -0.23728 0.09
C 2.60802 2.24380 4.34345 -0.06
H 4.50398 -1.25153 -0.82242 0.07
O 0.04577 -0.40980 1.72558 -0.56
H -1.14429 3.81595 2.26523 0.07
H -4.24783 -7.01801 0.77729 0.16
C 2.89643 -3.10686 1.42738 0.01
H -4.10604 2.44778 -5.72501 0.08
H 5.13391 -1.84740 0.72299 0.06
O -3.79636 -8.76642 -0.93611 0.05
C -2.30277 0.54406 -3.56685 -0.13
C -0.48021 3.19903 1.64455 -0.19
Se 1.72825 1.88012 1.22615 1.03
H 2.99314 2.51597 5.32493 0.08
H 2.96419 1.24894 4.07425 0.08
C 3.86319 4.32185 3.62132 -0.10
C -2.39122 -0.66876 -4.23588 -0.02
S 1.66531 0.47567 -2.15157 0.89
C -2.93183 1.66109 -4.11877 -0.04
C -1.52253 0.62538 -2.28496 -0.50
C -0.55785 -3.47167 -0.59889 -0.64
H -3.14228 -1.72557 -5.94000 0.09
H -4.23946 -0.22781 2.30148 0.07
O -0.52145 -2.32536 -0.14969 -0.04
H -0.69078 -4.21777 1.45795 0.13
H 2.70191 -1.69303 -2.39652 0.05
C -3.04763 -7.84234 -0.66303 -0.43
C -3.62325 1.56732 -5.31425 -0.12
F -1.37266 -8.39930 -2.26382 0.06
H -1.91234 -1.53482 -3.79431 0.12
H 3.73094 0.38013 -3.37925 0.05
O 2.45402 0.74589 -0.85926 -0.70
C -3.08504 -0.76679 -5.43690 -0.11
H -0.05378 -6.34277 -1.32619 0.14
C 4.04866 4.95749 2.45471 -0.10
H 0.54670 -4.99011 0.48208 0.10
```

Values from the calculation:
Net charge   -2
LUMO energy   0.1443 Ha
Relative energy (zero: lowest compared OMol25 entry of this formula, charge and spin)   8.152 eV
Multiplicity   1
Frontier orbital gap   0.15598 Ha

No. 4
Entry from OMol25: C11H16 in the gas phase in a non-equilibrium geometry (ωB97M-V with the def2-TZVPD basis set).

XYZ file:
```
27
Properties=species:S:1:pos:R:3:lowdin_charge:R:1
C 1.02200 0.39791 1.01302 -0.19
H 3.60115 0.03776 0.76545 0.04
H -2.41324 1.84506 0.69090 0.08
H -3.57850 -1.29047 -0.85638 0.08
H -3.54608 0.34090 -1.42135 0.07
H 3.80677 -0.71806 -0.72402 0.10
H -0.49874 0.98535 2.35836 0.13
H 0.18578 2.30080 1.00251 0.09
C 1.77919 -0.14288 -0.21880 -0.44
C 3.24721 0.06000 -0.17593 -0.06
H -4.24150 0.24818 0.04053 0.08
H -0.31792 -2.50510 1.69879 0.11
H 1.74744 0.62327 1.90644 0.16
C -0.29243 1.34838 1.28445 -0.11
H 2.05594 -0.57988 -2.28089 0.07
C -1.39511 -1.24771 0.37152 0.04
H -1.33958 1.77341 -0.70353 0.14
C -2.15376 -0.23376 0.12707 -0.32
H -0.07576 -2.82626 -0.04678 0.13
H 3.53756 0.96415 -0.70230 0.09
H 1.33230 1.05915 -1.86417 0.10
C 1.08677 -1.03406 0.76663 -0.04
C -3.48209 -0.26408 -0.54154 -0.08
C 1.34047 -0.04681 -1.68394 -0.02
C -1.57917 1.24078 0.33623 -0.14
H 0.34121 -0.36432 -1.87208 0.06
C -0.16989 -1.97170 0.72980 -0.17
```

Values from the calculation:
LUMO energy (alpha / beta)   0.0145 / 0.0192 Ha
Relative energy (zero: lowest compared OMol25 entry of this formula, charge and spin)   5.250 eV
Multiplicity   1
Frontier orbital gap (alpha / beta)   0.28696 / 0.29905 Ha

No. 5
Entry from OMol25: a molecular structure, C12H37InO7 in a non-equilibrium geometry (ωB97M-V with the def2-TZVPD basis set).

XYZ file:
```
57
Properties=species:S:1:pos:R:3:lowdin_charge:R:1
C -3.05998 4.03229 28.30174 -0.16
H -5.70401 3.43237 26.87567 -0.01
C -6.55262 4.17632 22.83492 0.06
H -6.23559 3.12455 31.13112 0.19
C -4.74437 7.83671 26.42956 -0.31
H -3.80331 9.11127 24.79367 0.10
C -2.47066 4.20361 26.90385 0.03
C -5.63237 1.58386 26.34120 -0.28
H -6.97698 8.54300 29.77819 0.11
H -4.65083 1.30445 26.72407 0.12
H -7.84890 1.08251 31.35300 0.12
H -7.09775 6.25855 23.35061 0.15
H -1.93525 5.15081 26.83866 0.11
H -4.45500 7.64508 24.33481 0.05
H -1.84080 3.35203 26.64658 0.13
C -5.93156 0.84923 25.01708 -0.03
C -6.31788 2.28447 30.44149 -0.16
H -4.64756 5.10954 28.33754 0.02
H -6.69772 3.16804 28.67453 0.03
H -6.34533 1.47415 27.15836 0.11
H -5.26377 1.12512 24.20096 0.08
H -5.40663 5.86357 23.53623 0.16
O -5.61438 2.93318 26.06058 -0.13
H -3.19945 4.21970 26.09348 0.08
H -5.49106 6.20526 30.18258 0.07
H -5.81038 3.45665 23.18025 0.09
H -6.07621 9.18929 26.21334 0.11
C -6.41502 5.47729 23.68469 -0.13
H -4.98769 7.86612 30.54446 0.13
H -3.70547 3.15845 28.39036 0.13
H -6.33377 4.48904 21.81393 0.12
H -6.06379 4.88528 28.86639 -0.03
C -6.79388 1.06869 31.07943 -0.03
H -6.83869 0.15880 30.48094 0.12
C -3.90779 8.09179 25.16494 -0.04
O -3.78541 5.16129 28.75662 0.23
H -6.73581 8.13549 32.23915 0.10
H -2.32302 3.77534 29.06264 0.15
H -6.08027 4.60414 25.35914 0.07
H -5.86504 -0.23308 25.12789 0.10
O -6.05219 8.23386 26.12291 -0.15
H -7.55139 3.74639 22.91050 0.11
O -6.85830 7.60847 29.59330 -0.18
H -4.43796 8.41284 27.30265 0.12
C -6.47004 7.14530 31.86904 -0.06
O -6.71787 5.25287 25.05220 0.09
O -7.15331 2.60150 29.30149 0.23
H -6.88735 1.18840 24.61768 0.08
H -7.30895 6.45032 31.83262 0.08
H -5.30864 2.19674 30.03919 0.15
In -8.47982 6.46738 27.27653 1.12
C -5.84143 7.19067 30.48965 -0.31
H -6.24969 0.82741 31.99253 0.12
H -2.91595 7.64279 25.11240 0.08
O -6.22449 4.66215 27.92889 -0.42
H -5.73947 6.76656 32.58384 0.09
H -4.67312 6.80422 26.77156 0.08
```

Values from the calculation:
Net charge   +3
LUMO energy (alpha / beta)   -0.5344 / -0.5266 Ha
Multiplicity   2
Frontier orbital gap (alpha / beta)   0.15306 / 0.16113 Ha

No. 6
Entry from OMol25: a molecular structure, C7H18CuO9 in a non-equilibrium geometry (ωB97M-V with the def2-TZVPD basis set).

XYZ file:
```
35
Properties=species:S:1:pos:R:3:lowdin_charge:R:1
O -18.89361 11.29981 10.02739 -0.12
H -21.67680 8.18214 9.63198 0.10
H -18.79670 4.84684 10.53438 0.11
C -19.64552 11.59534 10.93604 -1.16
O -19.74417 12.76440 11.24916 -0.09
H -16.46122 6.47026 10.13741 0.08
C -18.81244 4.56834 11.58808 -0.19
Cu -19.25130 8.93223 10.54491 0.47
O -15.76323 7.84082 7.51761 -0.07
C -21.46100 6.12288 9.25628 -0.16
O -18.81294 6.92874 12.34599 -0.06
O -20.17667 10.66182 11.64612 -0.18
H -17.14773 5.75297 12.47706 0.11
H -23.44846 6.34686 10.23716 0.12
H -22.31922 5.57507 11.29794 0.10
H -15.96264 9.26360 9.93547 0.13
H -14.04198 8.31535 8.47849 0.12
H -14.64493 6.81304 8.84600 0.11
H -20.37448 4.05721 12.71671 0.09
O -20.21493 4.48923 11.87439 -0.10
H -20.64765 5.39779 9.22784 0.10
H -16.21097 8.68758 7.58198 0.08
C -22.60124 5.66116 10.24858 -0.24
H -18.41318 5.26821 13.58766 0.11
C -14.98965 7.84094 8.73334 -0.26
H -19.69104 6.80985 12.71532 0.09
C -18.22798 5.65699 12.58634 -0.22
H -18.39951 3.56809 11.71883 0.11
C -15.73348 8.19905 9.98381 -0.24
H -21.70871 6.26363 8.20417 0.12
O -23.04977 4.43213 9.75884 -0.08
H -22.36928 3.78455 9.95674 0.08
O -16.86630 7.34016 10.10952 -0.06
O -21.07558 7.44038 9.73163 -0.12
H -15.00305 8.22045 10.79259 0.12
```

Values from the calculation:
Net charge   -1
LUMO energy   0.0721 Ha
Relative energy (zero: lowest compared OMol25 entry of this formula, charge and spin)   3.040 eV
Multiplicity   1
Frontier orbital gap   0.13752 Ha

Per-record energy, Eh: -2429.015590; -269.261934; -5754.425784; -428.481649; -1194.799692; -2595.055956